1.
A molecular structure, C20H49BBeMgN6O9P in a non-equilibrium geometry. Source: the OMol25 dataset; level of theory: the ωB97M-V functional and the def2-TZVPD basis.

```
88
Properties=species:S:1:pos:R:3:lowdin_charge:R:1
C 5.909 -0.259 3.462 -0.11
C 4.901 0.519 2.412 -0.28
N 4.288 1.789 2.959 -0.03
B 3.142 1.527 3.919 -0.60
C 1.733 1.037 3.152 -0.13
C 1.630 -0.600 3.151 -0.34
N 0.569 -1.353 2.706 -0.15
H 5.503 -0.249 4.582 0.08
H 6.964 0.289 3.366 0.09
H 6.068 -1.380 3.083 0.05
H 5.594 0.856 1.499 0.13
H 4.133 -0.251 1.973 0.09
H 3.920 2.316 2.136 0.10
H 2.861 2.591 4.397 0.06
H 3.421 0.812 4.820 0.05
H 0.810 1.549 3.694 0.14
H 1.750 1.473 2.062 0.10
H 2.563 -1.186 3.609 0.12
H 0.873 -2.351 2.863 0.02
C 5.571 -3.757 1.478 -0.71
O 5.811 -2.562 1.398 0.01
N 6.226 -4.575 2.321 0.16
N 4.630 -4.361 0.731 0.16
H 6.043 -5.561 2.401 0.10
H 6.943 -4.161 2.902 0.12
H 4.113 -3.780 0.083 0.08
H 4.417 -5.343 0.783 0.10
Be -1.431 -0.818 3.145 0.65
C 5.632 -3.194 -6.318 -0.11
C 5.453 -1.978 -5.424 -0.28
C 6.057 -2.163 -4.030 -0.22
C 5.436 -3.291 -3.196 -0.22
C 3.927 -3.170 -2.965 -0.27
C 3.542 -1.924 -2.183 -0.12
H 5.131 -4.075 -5.907 0.07
H 5.207 -3.003 -7.308 0.07
H 6.693 -3.431 -6.445 0.08
H 4.388 -1.728 -5.352 0.09
H 5.936 -1.117 -5.903 0.11
H 5.977 -1.217 -3.483 0.10
H 7.132 -2.360 -4.132 0.12
H 5.944 -3.322 -2.224 0.11
H 5.642 -4.254 -3.672 0.10
H 3.589 -4.051 -2.406 0.10
H 3.389 -3.189 -3.918 0.10
H 4.031 -1.912 -1.204 0.06
H 2.460 -1.899 -2.023 0.06
H 3.818 -1.010 -2.717 0.07
O -4.731 1.816 1.193 -0.14
P -4.331 2.261 2.610 -0.07
O -3.582 3.601 2.534 -0.22
O -3.417 1.197 3.241 -0.30
O -5.593 2.427 3.471 -0.19
C -2.400 0.960 -5.319 -0.07
C -2.579 -0.172 -4.327 -0.16
N -1.806 -0.021 -3.085 -0.04
C -1.864 -0.909 -2.017 0.02
C -0.977 -0.465 -1.079 0.00
N -0.404 0.687 -1.587 -0.09
C -0.931 0.954 -2.793 0.01
C 0.618 1.501 -0.942 0.03
H -1.350 1.064 -5.612 0.08
H -2.986 0.771 -6.223 0.10
H -2.730 1.912 -4.890 0.09
H -2.270 -1.117 -4.789 0.14
H -3.636 -0.258 -4.052 0.14
H -2.529 -1.754 -2.073 0.14
H -0.674 -0.825 -0.110 0.11
H -0.673 1.804 -3.413 0.17
H 0.224 2.508 -0.786 0.12
H 1.496 1.543 -1.592 0.11
H 0.900 1.064 0.020 0.08
Mg 0.807 -1.672 4.798 0.91
C -12.307 4.074 2.282 -0.08
O -11.213 4.846 2.774 0.00
C -9.992 4.330 2.488 -0.56
O -9.776 3.300 1.868 0.10
O -9.052 5.157 3.010 -0.01
C -7.708 4.736 2.784 -0.06
H -13.233 4.580 2.569 0.08
H -12.274 4.010 1.190 0.10
H -12.307 3.076 2.731 0.09
H -7.491 4.698 1.712 0.10
H -7.525 3.763 3.253 0.07
H -7.042 5.470 3.245 0.10
O -14.123 3.267 3.951 -0.08
H -14.531 3.566 4.777 0.06
H -14.346 2.325 3.907 0.06
```

## Properties
calculated total energy = -2377.53786 Eh
net charge = +1
LUMO = -6.428 eV

***

2.
3 unconnected molecules or ions with the total composition C20H49BN9O5P2 in a non-equilibrium geometry. Source: the OMol25 dataset; level of theory: the ωB97M-V functional and the def2-TZVPD basis.

```
86
Properties=species:S:1:pos:R:3:lowdin_charge:R:1
N -0.101 -6.314 2.629 -0.04
C 0.286 -5.323 1.553 -0.27
C 1.408 -4.204 2.034 -0.11
C 0.557 -2.772 2.179 -0.05
C -0.761 -2.842 3.176 0.10
C -1.744 -1.508 3.386 0.01
C -3.059 -1.666 4.357 -0.18
O -3.218 -0.785 5.383 0.04
O -4.029 -2.788 4.132 0.10
B -4.349 -2.926 2.697 -0.49
N -4.395 -4.299 1.983 0.09
O -4.619 -1.755 1.790 0.03
C -1.283 -0.150 2.588 0.09
C 0.081 -0.215 1.623 0.08
N 0.931 -1.485 1.467 0.08
H -0.849 -5.960 3.264 0.06
H 0.720 -6.704 3.142 0.08
H -0.728 -4.817 1.188 0.13
H 0.707 -5.928 0.638 0.12
H 2.150 -4.074 1.125 0.12
H 1.939 -4.469 3.043 0.13
H -1.025 -3.843 3.754 0.13
H -3.762 -4.250 1.130 0.07
H -5.362 -4.394 1.549 0.09
H -3.839 -1.816 1.132 0.11
H -1.903 0.859 2.702 0.14
H 0.380 0.765 1.049 0.11
H 1.783 -1.455 0.858 0.15
O -2.075 -2.115 -1.413 -0.34
P -1.825 -2.210 -2.938 0.76
N -0.966 -3.690 -2.785 -0.32
C 0.120 -4.170 -3.633 -0.13
C -1.828 -4.837 -2.472 -0.14
N -0.706 -0.897 -2.867 -0.35
C 0.686 -1.104 -2.477 -0.13
C -1.213 0.280 -2.141 -0.14
N -1.537 -2.319 -4.691 -0.28
C -1.001 -1.203 -5.476 -0.11
C -2.798 -2.730 -5.338 -0.14
H -0.236 -4.551 -4.595 0.08
H 0.661 -4.985 -3.135 0.09
H 0.874 -3.412 -3.836 0.05
H -2.353 -5.202 -3.365 0.07
H -2.591 -4.570 -1.727 0.06
H -1.251 -5.663 -2.044 0.08
H 0.778 -1.700 -1.569 0.06
H 1.201 -0.150 -2.315 0.08
H 1.249 -1.568 -3.292 0.06
H -1.106 0.170 -1.055 0.05
H -2.271 0.446 -2.364 0.08
H -0.678 1.184 -2.447 0.08
H -1.579 -0.284 -5.331 0.09
H -1.008 -1.438 -6.548 0.09
H 0.051 -1.014 -5.242 0.08
H -3.542 -1.923 -5.292 0.09
H -3.224 -3.603 -4.840 0.07
H -2.639 -3.007 -6.385 0.09
O 2.173 2.920 1.607 -0.35
P 2.632 4.353 1.242 0.76
N 2.250 4.959 2.803 -0.31
C 1.811 6.309 3.141 -0.13
C 3.184 4.519 3.846 -0.14
N 1.267 4.559 0.205 -0.36
C -0.037 4.952 0.733 -0.12
C 1.059 3.446 -0.737 -0.16
N 3.160 6.000 0.821 -0.28
C 2.714 6.688 -0.395 -0.12
C 4.634 6.020 0.807 -0.14
H 2.634 7.031 3.133 0.08
H 1.368 6.326 4.144 0.09
H 1.034 6.687 2.481 0.05
H 4.118 5.095 3.821 0.07
H 3.448 3.458 3.723 0.07
H 2.741 4.614 4.843 0.08
H -0.331 4.356 1.597 0.08
H -0.820 4.863 -0.029 0.08
H -0.043 6.016 0.989 0.06
H 0.539 2.602 -0.267 0.04
H 2.016 3.082 -1.123 0.07
H 0.472 3.772 -1.600 0.08
H 2.888 6.087 -1.294 0.09
H 3.241 7.642 -0.522 0.09
H 1.657 6.963 -0.338 0.08
H 5.025 5.446 -0.043 0.08
H 5.038 5.577 1.720 0.07
H 5.021 7.043 0.753 0.09
```

## Properties
calculated total energy = -2367.29971 Eh
net charge = +1
LUMO = -4.905 eV

***

3.
A molecular structure, C20H49Br4Cl4N3O9V2 in a non-equilibrium geometry. Source: the OMol25 dataset; level of theory: the ωB97M-V functional and the def2-TZVPD basis.

```
91
Properties=species:S:1:pos:R:3:lowdin_charge:R:1
O 4.376 4.137 -0.924 -0.28
V 4.498 2.566 -0.884 1.13
O 5.244 2.163 0.453 -0.32
O 0.976 1.752 -3.458 -0.34
V 1.161 0.535 -2.439 0.90
O 2.292 -0.555 -2.932 -0.39
O 2.483 1.811 -1.003 -0.37
C 1.734 1.747 0.201 -0.29
C 0.240 1.314 0.205 -0.33
O -0.042 0.274 -0.694 -0.35
H 1.821 2.712 0.719 0.11
H 2.163 1.018 0.906 0.10
H -0.426 2.194 0.082 0.10
H -0.142 1.056 1.205 0.09
Br 2.822 -2.995 5.303 0.58
C 3.847 -1.335 4.987 -0.70
C 3.218 -0.495 3.878 -0.62
Br 4.550 0.974 3.643 0.67
H 4.893 -1.559 4.823 0.04
H 3.718 -0.803 5.925 0.04
H 2.300 0.017 4.134 -0.04
H 3.076 -1.106 2.988 0.06
Br -4.431 -0.777 3.603 0.63
C -2.674 0.078 3.594 -0.74
C -2.024 -0.224 4.929 -0.61
Br -0.285 0.776 4.814 0.62
H -2.803 1.155 3.485 0.04
H -2.124 -0.207 2.699 0.03
H -1.823 -1.281 5.062 0.06
H -2.579 0.203 5.754 0.06
C 2.457 -5.143 -0.325 -0.07
C 1.735 -3.930 -0.915 -0.41
C 0.420 -3.668 -0.201 -0.23
O 0.677 -3.260 1.115 -0.17
C -0.238 -2.288 1.648 -0.08
N 2.630 -2.756 -0.803 0.06
H 3.265 -5.553 -0.934 0.07
H 1.781 -6.008 -0.273 0.07
H 2.816 -4.945 0.682 0.08
H 1.590 -4.091 -1.989 0.11
H -0.275 -4.517 -0.279 0.13
H -0.148 -2.923 -0.785 0.10
H -0.699 -2.807 2.495 0.09
H -0.999 -2.071 0.900 0.08
H 0.262 -1.406 2.043 0.07
H 2.042 -2.024 -0.414 0.05
H 2.922 -2.330 -1.675 0.03
C -4.005 0.767 -2.810 -0.06
C -3.509 2.081 -2.217 -0.40
C -3.868 2.227 -0.750 -0.19
O -5.277 2.495 -0.672 -0.19
C -5.617 3.209 0.495 -0.12
N -2.016 2.088 -2.335 0.05
H -4.015 0.756 -3.899 0.08
H -4.975 0.398 -2.477 0.08
H -3.273 0.010 -2.499 0.06
H -3.913 2.875 -2.846 0.14
H -3.396 3.078 -0.263 0.11
H -3.642 1.271 -0.264 0.13
H -6.692 3.377 0.529 0.09
H -5.201 4.225 0.486 0.09
H -5.273 2.691 1.393 0.08
H -1.675 2.982 -1.988 0.07
H -1.724 1.440 -1.598 0.02
C -1.358 -2.907 -4.237 -0.04
C -0.125 -2.019 -4.007 -0.41
C 0.602 -1.719 -5.315 -0.17
O 1.310 -2.869 -5.772 -0.18
C 2.401 -3.271 -4.967 -0.11
N -0.538 -0.790 -3.319 0.05
H -1.843 -3.192 -3.305 0.08
H -1.053 -3.807 -4.776 0.09
H -2.035 -2.375 -4.912 0.08
H 0.471 -2.604 -3.301 0.11
H 1.246 -0.850 -5.188 0.12
H -0.182 -1.677 -6.073 0.13
H 3.334 -3.279 -5.543 0.09
H 2.151 -4.263 -4.583 0.09
H 2.665 -2.570 -4.168 0.06
H -1.001 -0.953 -2.427 0.08
H -1.181 -0.260 -3.903 0.10
C 2.501 3.900 4.352 -1.05
Cl 1.930 4.878 5.736 0.47
Cl 3.681 4.750 3.362 0.52
H 2.950 3.001 4.753 -0.04
H 1.623 3.665 3.759 0.00
C -1.209 5.434 2.898 -1.01
Cl -1.267 6.205 1.268 0.47
Cl -0.483 6.491 4.085 0.52
H -2.227 5.144 3.132 0.02
H -0.586 4.549 2.814 0.00
```

## Properties
calculated total energy = -15657.59322 Eh
LUMO = -3.081 eV

***

4.
A molecular structure, C20H50AlBr6F2N7O12P2S2 in a non-equilibrium geometry. Source: the OMol25 dataset; level of theory: the ωB97M-V functional and the def2-TZVPD basis.

```
102
Properties=species:S:1:pos:R:3:lowdin_charge:R:1
Al -0.792 -1.387 -0.324 1.04
N -0.663 0.806 1.369 -0.33
S -0.933 0.985 2.874 0.43
O -2.294 1.455 3.293 -0.34
O 0.148 1.474 3.762 -0.32
F -0.814 -0.584 3.161 -0.23
S -0.178 2.485 1.130 0.60
O 1.211 2.843 1.373 -0.26
O -1.050 3.619 1.228 -0.24
F -0.123 2.235 -0.501 -0.25
C -1.058 1.237 7.002 -1.41
Br -2.917 0.673 6.403 0.54
Br 0.263 -0.247 7.090 0.55
Br -1.114 2.249 8.748 0.54
H -0.664 1.906 6.237 -0.04
C -5.757 2.703 4.443 -1.44
Br -6.520 3.655 2.811 0.54
Br -7.091 1.320 5.136 0.48
Br -5.189 3.884 5.898 0.56
H -4.896 2.113 4.130 -0.07
O 1.147 -2.613 1.498 -0.34
P 1.865 -3.128 2.654 0.58
N 2.609 -1.919 3.577 -0.14
C 3.105 -2.147 4.999 -0.04
C 3.003 -0.626 3.025 -0.04
N 3.205 -4.085 2.374 -0.23
C 3.928 -4.794 3.420 -0.06
C 3.883 -4.075 1.117 -0.07
N 0.904 -4.039 3.769 -0.28
C 0.029 -3.339 4.743 -0.08
C 0.494 -5.383 3.366 -0.09
H 4.181 -2.259 5.127 0.10
H 2.650 -3.002 5.501 0.08
H 2.861 -1.278 5.611 0.07
H 2.999 0.175 3.764 0.12
H 2.318 -0.221 2.280 0.08
H 3.911 -0.675 2.424 0.10
H 4.375 -5.686 2.982 0.11
H 4.675 -4.148 3.882 0.10
H 3.246 -5.097 4.215 0.09
H 4.921 -3.765 1.238 0.11
H 3.919 -5.045 0.621 0.11
H 3.481 -3.347 0.412 0.07
H 0.533 -2.422 5.050 0.02
H -0.930 -3.177 4.251 0.09
H -0.174 -3.958 5.617 0.10
H 1.363 -5.831 2.885 0.07
H -0.297 -5.379 2.615 0.09
H 0.351 -6.106 4.169 0.10
O -0.675 -0.097 -2.908 -0.37
P -0.724 0.845 -4.109 0.69
N -2.154 0.873 -5.057 -0.20
C -2.386 1.799 -6.160 -0.08
C -2.742 -0.473 -5.340 -0.03
N 0.377 0.324 -5.367 -0.20
C 0.523 1.025 -6.649 -0.06
C 0.899 -1.071 -5.255 -0.04
N -0.345 2.497 -3.860 -0.25
C -1.407 3.466 -3.415 -0.05
C 1.038 3.079 -3.631 -0.02
H -1.900 1.574 -7.110 0.09
H -2.171 2.807 -5.806 0.09
H -3.434 1.851 -6.454 0.11
H -3.827 -0.368 -5.323 0.10
H -2.452 -1.242 -4.624 0.09
H -2.386 -0.686 -6.349 0.10
H -0.157 0.659 -7.419 0.09
H 0.213 2.025 -6.345 0.07
H 1.566 1.008 -6.964 0.11
H 1.801 -1.106 -5.866 0.10
H 1.199 -1.281 -4.228 0.07
H 0.130 -1.757 -5.610 0.10
H -1.304 3.698 -2.355 0.09
H -1.205 4.422 -3.899 0.09
H -2.363 3.037 -3.714 0.07
H 1.086 4.102 -4.005 0.10
H 1.780 2.459 -4.134 0.08
H 1.139 2.941 -2.554 0.08
C 4.778 2.016 0.598 -0.01
O 3.421 1.656 0.223 -0.05
C 3.066 0.572 -0.582 -0.52
O 1.891 0.242 -0.790 0.02
O 4.090 -0.017 -1.180 0.01
C 3.781 -1.089 -2.059 -0.03
H 4.914 2.750 1.393 0.10
H 5.265 2.497 -0.250 0.10
H 5.238 1.115 1.004 0.09
H 3.267 -1.868 -1.497 0.08
H 4.634 -1.513 -2.590 0.11
H 3.046 -0.838 -2.824 0.08
C -4.250 2.293 0.375 -0.03
O -4.338 2.162 -1.072 0.00
C -4.030 1.042 -1.727 -0.52
O -3.204 0.262 -1.310 0.04
O -4.408 1.098 -3.068 -0.06
C -5.470 1.860 -3.618 -0.05
H -4.908 1.663 0.974 0.08
H -4.496 3.312 0.673 0.06
H -3.265 2.170 0.825 0.06
H -5.377 2.941 -3.510 0.10
H -6.462 1.599 -3.250 0.10
H -5.429 1.613 -4.679 0.08
```

## Properties
calculated total energy = -19442.76173 Eh
net charge = +2
LUMO = -11.312 eV

***

5.
A molecular structure, C20H50ClNO16S4 in a non-equilibrium geometry. Source: the OMol25 dataset; level of theory: the ωB97M-V functional and the def2-TZVPD basis.

```
92
Properties=species:S:1:pos:R:3:lowdin_charge:R:1
C -1.730 -6.215 1.612 -0.09
C -1.326 -4.851 2.090 -0.25
C -2.243 -3.762 1.551 -0.11
N -2.082 -2.356 2.199 -0.19
C -0.655 -1.883 2.206 -0.12
C -3.103 -1.406 1.489 -0.02
C -3.321 -0.253 2.551 -0.14
C -3.191 -0.931 3.877 -0.15
C -2.681 -2.388 3.641 -0.04
H -2.733 -6.381 2.007 0.08
H -1.093 -7.050 1.905 0.08
H -1.748 -6.285 0.525 0.09
H -0.283 -4.691 1.815 0.12
H -1.147 -4.739 3.159 0.11
H -3.297 -4.029 1.635 0.12
H -2.042 -3.647 0.486 0.14
H 0.032 -2.606 2.646 0.10
H -0.675 -0.893 2.660 0.08
H -0.356 -1.798 1.162 0.07
H -2.761 -1.166 0.483 0.12
H -4.015 -1.993 1.383 0.13
H -2.630 0.589 2.589 0.03
H -4.289 0.240 2.465 0.13
H -2.514 -0.344 4.497 0.09
H -4.109 -1.099 4.441 0.12
H -1.794 -2.664 4.212 0.13
H -3.398 -3.208 3.677 0.13
Cl -0.010 0.212 -0.475 0.77
O 0.296 -1.099 -1.012 -0.31
O 1.175 0.990 -0.345 -0.37
O -0.838 0.842 -1.444 -0.35
O -0.717 -0.077 0.725 -0.38
O -0.701 -0.747 -5.404 -0.30
S -0.590 -0.369 -3.967 0.77
O 0.425 -1.005 -3.143 -0.29
O -0.463 1.301 -3.810 -0.44
C -1.232 2.080 -4.718 -0.29
C -0.660 2.352 -6.030 -0.09
C -2.209 -0.626 -3.175 -0.09
H -1.454 3.074 -4.329 0.14
H -2.216 1.661 -4.929 0.11
H -0.180 1.454 -6.419 0.08
H 0.021 3.203 -6.035 0.09
H -1.440 2.504 -6.776 0.09
H -2.130 -0.387 -2.115 0.04
H -2.370 -1.696 -3.310 0.07
H -2.904 -0.019 -3.755 0.06
O 4.983 -2.169 -0.011 -0.34
S 3.661 -1.447 -0.093 0.79
O 2.739 -1.599 -1.201 -0.30
O 2.895 -1.706 1.376 -0.25
C 1.564 -1.216 1.502 -0.29
C 1.281 -1.253 2.998 -0.08
C 4.041 0.351 0.132 -0.11
H 0.852 -1.764 0.886 0.08
H 1.661 -0.165 1.229 0.11
H 2.071 -0.706 3.513 0.11
H 1.191 -2.260 3.405 0.10
H 0.341 -0.706 3.071 0.04
H 4.457 0.606 1.106 0.09
H 3.187 0.992 -0.088 0.02
H 4.709 0.528 -0.712 0.05
O 3.478 1.086 -3.888 -0.26
S 2.580 0.937 -2.786 0.82
O 2.100 -0.433 -2.375 -0.39
O 3.242 1.632 -1.378 -0.47
C 3.999 2.824 -1.469 -0.23
C 5.471 2.389 -1.621 -0.05
C 1.231 2.078 -3.050 -0.14
H 3.792 3.402 -0.568 0.13
H 3.555 3.349 -2.315 0.11
H 5.613 1.783 -2.515 0.08
H 5.823 1.785 -0.785 0.07
H 6.127 3.241 -1.803 0.08
H 1.525 3.082 -2.743 0.08
H 0.345 1.754 -2.504 0.03
H 0.946 2.059 -4.102 0.08
O -2.174 4.223 0.127 -0.29
S -0.856 4.361 0.709 0.70
O -0.150 5.611 0.970 -0.30
O -0.914 3.534 2.164 -0.27
C -1.541 2.238 2.239 -0.29
C -1.223 1.831 3.669 -0.05
C 0.355 3.354 -0.179 -0.11
H -1.161 1.511 1.522 0.07
H -2.589 2.266 1.940 0.12
H -1.753 0.927 3.967 0.02
H -1.791 2.538 4.274 0.10
H -0.169 1.866 3.946 0.10
H -0.051 3.065 -1.149 0.05
H 0.643 2.494 0.427 0.05
H 1.291 3.887 -0.342 0.08
```

## Properties
calculated total energy = -4102.53398 Eh
LUMO = -0.270 eV
energy relative to the best compared isomer or geometry (same formula, charge and spin) = 17.4855 eV